74
Properties=species:S:1:pos:R:3 method="wB97M-V/def2-TZVPD" de_lowest_kj_mol=0.0 total_charge=+1 lumo_energy_ev="-3.729 / -5.702" gap_ev="6.370 / 4.303" e_homo_ev="-10.099 / -10.005" energy_ev=-59778.4341 multiplicity=3
O -1.0297 -2.7048 -3.8734
H -1.6916 -3.3617 -3.6098
Au 0.1762 -1.1177 -1.0740
N 1.4181 -2.0662 0.3689
N -1.0589 -2.5663 -0.2418
N 1.7671 0.1850 -1.5611
N -0.4775 -0.0372 -2.7568
O 2.6906 -1.8907 0.4919
O 2.8958 0.3241 -0.8352
O -1.6264 -0.3050 -3.4220
O -2.1831 -2.8640 -0.7586
C -0.5682 -3.2035 0.8653
C 0.7540 -2.8711 1.2353
C 1.5554 1.0788 -2.5340
C 0.3118 0.9413 -3.2152
C 1.4466 -3.3274 2.4704
H 1.4691 -2.5278 3.2239
H 2.4803 -3.6213 2.2496
H 0.9258 -4.1831 2.9095
C -1.4394 -4.1998 1.5368
H -1.8667 -4.8934 0.8007
H -2.2747 -3.7108 2.0599
H -0.8667 -4.7753 2.2685
C 2.5305 2.1723 -2.7794
C -0.1329 1.8465 -4.3070
H 3.5460 1.8528 -2.5189
H 2.2825 3.0634 -2.1838
H 2.5105 2.4668 -3.8346
H -0.9866 1.4126 -4.8390
H 0.6860 2.0085 -5.0187
H -0.4334 2.8283 -3.9123
H 2.9352 -0.5622 -0.2983
H -1.5133 -1.3221 -3.6544
C 0.2730 -3.0047 -3.1005
H 0.0530 -3.6665 -2.2551
H 0.8144 -2.0666 -2.8838
H 0.8557 -3.5586 -3.8532
O 4.9354 -2.3994 -1.9170
H 4.6014 -2.7624 -2.7508
H 4.2468 -2.6188 -1.2597
C 1.4923 -0.0091 4.7771
C 0.1141 -0.1994 4.6499
C -0.5093 -0.0265 3.4133
C 0.2361 0.3779 2.2912
C 1.6326 0.4736 2.4114
C 2.2523 0.3151 3.6498
P -0.5515 0.6396 0.6619
C -2.2941 0.8894 1.1261
C -3.2818 -0.0002 0.6820
C -4.5943 0.1307 1.1365
C -4.9419 1.1726 2.0014
C -3.9713 2.0961 2.4069
C -2.6530 1.9575 1.9718
C -0.1382 2.3495 0.1425
C -0.9392 2.9202 -0.8618
C -0.6449 4.1814 -1.3759
C 0.4394 4.9046 -0.8704
C 1.2259 4.3554 0.1424
C 0.9367 3.0895 0.6561
H 1.9746 -0.1166 5.7511
H -0.4856 -0.4739 5.5196
H -1.5870 -0.1738 3.3247
H 2.2403 0.7216 1.5375
H 3.3326 0.4581 3.7276
H -3.0188 -0.8003 -0.0110
H -5.3456 -0.5904 0.8100
H -5.9688 1.2687 2.3591
H -4.2370 2.9235 3.0669
H -1.8982 2.6790 2.2909
H -1.8121 2.3734 -1.2281
H -1.2764 4.6062 -2.1588
H 0.6615 5.8997 -1.2636
H 2.0672 4.9196 0.5529
H 1.5312 2.6951 1.4772

=====

79
Properties=species:S:1:pos:R:3 method="wB97M-V/def2-TZVPD" total_charge=+1 lumo_energy_ev="-3.867 / -6.208" gap_ev="7.228 / 4.886" e_homo_ev="-11.095 / -11.094" energy_ev=-76578.9115 multiplicity=3
Au 1.2406 -2.1154 -1.9511
O 3.2451 -2.2198 -1.8089
N 3.7424 -2.3769 -0.6226
N 2.9245 -2.6515 0.2826
O 1.6249 -2.8095 0.0869
C 3.4042 -2.7565 1.6475
C 4.7682 -2.7576 1.9017
C 5.1918 -2.8149 3.2178
C 4.2683 -2.8719 4.2551
C 2.9113 -2.8864 3.9745
C 2.4665 -2.8309 2.6607
H 5.4779 -2.7177 1.0888
H 6.2517 -2.8189 3.4322
H 4.6094 -2.9154 5.2804
H 2.1876 -2.9475 4.7759
H 1.4137 -2.8601 2.4249
O 1.0940 0.3717 -1.6635
P 1.0827 1.3328 -0.5135
N 2.4076 1.1009 0.4333
C 2.4773 1.4002 1.8762
C 3.9519 1.7522 2.1435
C 4.5810 1.9558 0.7598
C 3.7559 1.0486 -0.1458
N -0.1621 1.1788 0.5592
C -0.5004 -0.1761 1.0143
C -1.6005 0.0777 2.0293
C -2.4111 1.1868 1.3530
C -1.3596 2.0383 0.6225
N 0.9862 2.8548 -1.1239
C 1.3354 3.1306 -2.5364
C 1.3695 4.6562 -2.6105
C 1.7787 5.0651 -1.1966
C 0.9653 4.1016 -0.3439
H 2.1636 0.5323 2.4621
H 1.8125 2.2237 2.1354
H 4.4465 0.9368 2.6717
H 4.0341 2.6449 2.7609
H 5.6353 1.6833 0.7436
H 4.4945 2.9969 0.4435
H 4.1554 0.0315 -0.1202
H 3.7428 1.3679 -1.1879
H 0.3784 -0.6791 1.4147
H -0.8856 -0.7853 0.1849
H -1.1679 0.4413 2.9632
H -2.1910 -0.8127 2.2419
H -2.9792 1.7804 2.0665
H -3.1157 0.7547 0.6399
H -1.1380 2.9489 1.1799
H -1.6988 2.3312 -0.3741
H 0.6053 2.6884 -3.2136
H 2.3127 2.7099 -2.7865
H 0.3761 5.0492 -2.8356
H 2.0574 5.0110 -3.3755
H 1.5636 6.1068 -0.9646
H 2.8467 4.8879 -1.0501
H -0.0597 4.4710 -0.2424
H 1.3740 3.9594 0.6571
O -6.8152 -4.5798 0.3505
S -7.7879 -3.8387 -0.4220
O -8.2692 -4.6307 -1.5465
O -8.8849 -3.3614 0.3902
C -6.9556 -2.4273 -1.1486
N -7.7248 -1.4243 -1.5253
C -7.0918 -0.4224 -2.1269
C -5.7212 -0.4322 -2.3331
C -5.0198 -1.5380 -1.8783
N -5.6500 -2.5502 -1.2816
C -3.5410 -1.6898 -2.0053
C -2.7351 -0.7150 -2.5810
C -1.3710 -0.9094 -2.6455
N -0.7985 -2.0260 -2.1771
C -1.5671 -2.9791 -1.6231
C -2.9324 -2.8456 -1.5231
H -7.7036 0.4107 -2.4509
H -5.2419 0.3923 -2.8384
H -3.1411 0.2052 -2.9735
H -0.7050 -0.1623 -3.0518
H -1.0554 -3.8575 -1.2550
H -3.5306 -3.6237 -1.0717

=====

73
Properties=species:S:1:pos:R:3 method="wB97M-V/def2-TZVPD" de_lowest_kj_mol=0.0 total_charge=0 lumo_energy_ev=-0.913 gap_ev=5.688 e_homo_ev=-6.601 energy_ev=-61424.1832
Ba -4.9793 -3.3063 1.3721
C -0.2714 -5.3496 0.4126
C -0.1534 -4.1806 1.0418
C -0.0022 -2.7718 0.5153
C -1.2139 -2.1481 -0.2086
C -1.7469 -2.8949 -1.3807
C -1.1808 -3.8497 -2.1178
C 0.1459 -4.5206 -1.9864
C 0.1083 -5.7024 -0.9799
C -5.9668 -3.8675 -1.0717
H -0.4720 -6.2362 1.0174
H -0.2796 -4.1913 2.1438
H 0.9060 -2.6643 -0.1071
H 0.1291 -2.1726 1.4461
H -2.0324 -2.0392 0.5307
H -0.9195 -1.1185 -0.4955
H -2.7503 -2.5533 -1.6896
H -1.7745 -4.3003 -2.9274
H 0.9421 -3.8129 -1.7206
H 0.3828 -4.9885 -2.9624
H -0.5842 -6.4904 -1.3133
H 1.0999 -6.1773 -1.0075
H -6.1601 -4.9315 -1.2756
H -4.8863 -3.6099 -1.2085
H -6.6008 -3.2094 -1.7298
P -0.1380 2.7263 -0.8946
P 1.0565 1.8057 2.0319
N 0.2950 2.5714 -2.6048
N -0.7599 4.4081 -1.1183
N 2.4896 0.8890 1.5441
N 1.6757 2.1002 3.6772
C 1.5509 3.2292 -0.3417
C 1.6451 3.3294 1.1882
C -0.0892 1.4380 -3.3335
C 0.4502 1.5245 -4.6060
C 1.1823 2.7546 -4.6851
C 1.0783 3.3719 -3.4427
C -2.0922 4.7089 -0.8165
C -2.3173 6.0606 -1.0516
C -1.0860 6.6261 -1.5204
C -0.1508 5.5904 -1.5472
C 2.2767 -0.3844 1.0185
C 3.4928 -0.9279 0.6379
C 4.4917 0.0655 0.8840
C 3.8481 1.1807 1.4043
C 2.9533 2.3682 4.1853
C 2.8419 2.8316 5.4899
C 1.4406 2.8714 5.8078
C 0.7512 2.4333 4.6825
H 1.8008 4.2119 -0.7553
H 2.2563 2.4806 -0.7407
H 2.6846 3.5131 1.4818
H 0.9977 4.1304 1.5803
H -0.7021 0.6865 -2.8522
H 0.3440 0.7934 -5.3954
H 1.7217 3.1462 -5.5363
H 1.5058 4.3020 -3.1027
H -2.7471 3.9289 -0.4650
H -3.2501 6.5872 -0.9246
H -0.9034 7.6451 -1.8205
H 0.8864 5.6261 -1.8337
H 1.2672 -0.7516 0.9670
H 3.6455 -1.9307 0.2619
H 5.5603 -0.0282 0.7241
H 4.2553 2.1477 1.6836
H 3.8406 2.1795 3.6066
H 3.6617 3.1192 6.1357
H 1.0060 3.1949 6.7383
H -0.2994 2.3120 4.4948
O -5.3103 -5.7094 1.3202
N -4.0277 -5.9974 1.2139
O -3.6212 -7.1105 0.9735
O -3.1985 -4.9628 1.3585

=====

70
Properties=species:S:1:pos:R:3 method="wB97M-V/def2-TZVPD" de_lowest_kj_mol=44.1 total_charge=0 lumo_energy_ev="-0.741 / -2.211" gap_ev="6.622 / 5.174" e_homo_ev="-7.364 / -7.386" energy_ev=-88736.6125 multiplicity=3
Ti -0.9941 -1.8385 -1.4470
C -3.2703 -4.5149 -4.3642
C -3.7334 -3.2517 -4.4687
C -5.0712 -2.8021 -3.9944
C -5.5404 -3.4354 -2.6602
C -4.4904 -3.5621 -1.6025
C -3.4374 -4.3898 -1.5180
C -3.3759 -5.7237 -2.1965
C -3.8990 -5.6687 -3.6613
C 0.0828 -1.7096 0.4997
H -2.4686 -4.8729 -5.0255
H -3.3623 -2.5868 -5.2639
H -5.8122 -3.0373 -4.7815
H -5.0717 -1.7037 -3.9433
H -6.3651 -2.8233 -2.2644
H -5.9908 -4.4135 -2.8712
H -4.7707 -3.0421 -0.6729
H -2.7751 -4.3016 -0.6476
H -3.9557 -6.4648 -1.6185
H -2.3369 -6.0810 -2.1975
H -3.6417 -6.6005 -4.2000
H -4.9968 -5.6203 -3.6892
H 1.0724 -2.1986 0.3608
H -0.3515 -2.1299 1.4082
H 0.2368 -0.6213 0.6822
P -2.9589 -1.0185 -0.0587
P -1.9730 1.0447 -1.9318
N -3.5921 -2.3534 1.1387
N -3.4083 0.2464 1.1843
N -1.2402 -3.0169 -2.9422
N -1.4093 1.6234 -3.4318
C -4.1703 -0.5878 -1.3856
C -3.7398 0.6168 -2.2767
C -2.7649 -3.4258 1.5012
C -3.4265 -4.2519 2.3976
C -4.7211 -3.6819 2.6113
C -4.7966 -2.5201 1.8317
C -2.8663 0.2837 2.4745
C -3.2898 1.4391 3.1202
C -4.1143 2.1566 2.2006
C -4.1911 1.3946 1.0371
C -0.3864 -4.0031 -2.4566
C 0.0757 -4.7417 -3.5562
C -0.3850 -4.1293 -4.7229
C -1.2002 -3.0528 -4.3212
C -1.5064 1.0952 -4.7255
C -0.5746 1.7274 -5.5530
C 0.1432 2.6685 -4.7409
C -0.3799 2.5825 -3.4533
H -5.1993 -0.4591 -1.0061
H -4.2410 -1.4350 -2.0858
H -3.8703 0.3996 -3.3533
H -4.3600 1.5174 -2.0935
H -1.7781 -3.5254 1.0776
H -2.9970 -5.1380 2.8539
H -5.4820 -4.0869 3.2617
H -5.5995 -1.7952 1.7539
H -2.2105 -0.4994 2.8109
H -3.0258 1.7415 4.1188
H -4.5664 3.1241 2.3579
H -4.6862 1.6035 0.1020
H -0.0240 -4.0030 -1.4152
H 0.6800 -5.6157 -3.5004
H -0.2449 -4.4320 -5.7569
H -1.5017 -2.1899 -4.9214
H -2.2248 0.3144 -4.9343
H -0.4144 1.5529 -6.6135
H 0.9460 3.3127 -5.0746
H -0.0966 3.0795 -2.5439
Cl 0.6294 -0.6384 -2.5188

=====

82
Properties=species:S:1:pos:R:3 method="wB97M-V/def2-TZVPD" total_charge=+1 lumo_energy_ev=-4.568 gap_ev=5.511 e_homo_ev=-10.079 energy_ev=-70516.7677
C 3.1920 1.3826 3.2236
N 2.3478 0.2552 2.7717
C 3.2652 -0.8049 2.2442
C 1.4635 0.6528 1.7243
O 0.2943 0.3757 1.7178
C 1.9907 1.4644 0.5023
C 1.1191 2.6771 0.1813
C 1.1164 3.1756 -1.1811
C 0.3609 4.2911 -1.5693
C -0.4117 4.8668 -0.4929
F -1.1800 5.9008 -0.7552
N -0.3023 4.3175 0.7024
C -1.0894 4.9754 1.7928
C -2.3205 4.1285 2.2101
O -2.9696 3.5187 1.1110
C -3.9313 2.6221 1.6726
C -5.1154 2.4131 0.6915
F -5.7944 3.6101 0.6915
F -4.6935 2.2213 -0.5843
C -6.1078 1.3088 1.2156
F -7.1785 1.9733 1.7417
F -5.6016 0.5789 2.2468
C -6.6814 0.3594 0.1196
F -7.3296 1.0992 -0.8094
F -7.6482 -0.4171 0.7031
C -5.6565 -0.6377 -0.5112
F -4.4172 -0.5828 0.0403
F -5.5046 -0.2619 -1.8512
N 0.3847 3.2748 1.0968
H 4.0140 1.5470 2.4836
H 2.6255 2.3183 3.3870
H 3.6817 1.0505 4.1593
H 2.9274 -1.8091 2.5535
H 3.3964 -0.7690 1.1326
H 4.2484 -0.6476 2.7165
H 2.0179 0.8243 -0.4023
H 3.0292 1.8372 0.6331
H 1.7300 2.6452 -1.9220
H 0.3461 4.6981 -2.5846
H -0.4061 4.9670 2.6656
H -1.2960 6.0340 1.5842
H -3.0330 4.8110 2.7259
H -1.9721 3.4064 2.9800
H -3.4552 1.6544 1.9333
H -4.3627 3.0397 2.6081
H -6.0417 -1.6729 -0.5448
C 2.0664 -1.2133 -3.2874
C 2.6905 -1.5323 -1.9930
N 3.1866 -1.7815 -0.9877
H 2.7862 -1.3638 -4.0903
H 1.2048 -1.8603 -3.4559
H 1.7374 -0.1738 -3.2951
C -5.1905 -3.2273 -3.4088
C -6.0273 -4.4360 -3.3982
N -6.6797 -5.3780 -3.3900
H -4.5364 -3.2186 -2.5370
H -4.5760 -3.2105 -4.3077
H -5.8183 -2.3376 -3.3892
C 6.0400 -4.2318 3.3213
C 5.8221 -3.1046 2.3970
N 5.6512 -2.2092 1.6789
H 6.8922 -4.0335 3.9746
H 5.1525 -4.3855 3.9339
H 6.2371 -5.1382 2.7506
C 0.3605 -5.4131 -2.7389
C 0.1985 -4.3014 -3.6848
N 0.0663 -3.4270 -4.4161
H 1.1938 -5.2078 -2.0686
H -0.5481 -5.5315 -2.1514
H 0.5577 -6.3351 -3.2838
C -2.1354 -1.0778 -2.3837
C -1.3821 -1.9988 -1.5201
N -0.7942 -2.7149 -0.8413
H -3.1820 -1.0661 -2.0892
H -1.7302 -0.0710 -2.2929
H -2.0587 -1.4019 -3.4216
C 9.3919 -0.0071 0.4634
C 8.1162 -0.6169 0.8768
N 7.1205 -1.1046 1.2010
H 9.9295 0.3517 1.3395
H 10.0047 -0.7442 -0.0537
H 9.2014 0.8301 -0.2059

=====

73
Properties=species:S:1:pos:R:3 method="wB97M-V/def2-TZVPD" total_charge=0 lumo_energy_ev="-3.718 / -4.266" gap_ev="3.039 / 2.489" e_homo_ev="-6.757 / -6.756" energy_ev=-95110.6569 multiplicity=5
Fe -1.1298 4.0674 -1.9855
C 0.8179 -0.1748 -1.2400
C 1.0537 1.0239 -1.7972
C 1.1860 1.2844 -3.2755
C -0.0902 1.8193 -3.9797
C -1.4004 1.2702 -3.4740
C -1.6013 -0.0584 -3.2623
C -0.5826 -1.1489 -3.2464
C 0.1603 -1.3660 -1.8985
C -1.6029 2.5131 -0.3361
H 1.1227 -0.3092 -0.1876
H 1.0363 2.0328 -1.2359
H 1.4507 0.3138 -3.7125
H 2.0499 1.9584 -3.4888
H -0.0181 2.9220 -4.1004
H 0.0117 1.4365 -5.0184
H -2.2877 1.8667 -3.7990
H -2.5287 -0.3885 -2.7836
H 0.1452 -0.9631 -4.0354
H -1.1254 -2.0893 -3.4623
H -0.5434 -1.7306 -1.1247
H 0.9069 -2.1814 -2.0153
H -1.0587 1.5031 -0.5974
H -2.7030 2.2652 -0.2692
H -1.3395 2.9554 0.7120
P -2.1251 4.2421 -5.7603
P 1.3963 4.4766 -5.6388
N -3.3404 3.3172 -6.7270
N -2.9784 5.7919 -6.0913
N 1.9855 3.2401 -6.6903
N 2.7824 5.6657 -6.0960
C -1.0276 4.4753 -7.2757
C 0.2455 5.2808 -6.9372
C -4.2029 2.4359 -6.0689
C -5.0416 1.8410 -7.0059
C -4.7133 2.4014 -8.2793
C -3.6795 3.3167 -8.0820
C -3.3626 6.5886 -5.0165
C -4.0352 7.7109 -5.4824
C -4.0903 7.5933 -6.9010
C -3.4620 6.3975 -7.2554
C 2.5751 2.0299 -6.2535
C 2.6430 1.1592 -7.3265
C 2.1001 1.8627 -8.4692
C 1.8046 3.1516 -8.0764
C 3.5858 5.8405 -7.2229
C 4.5220 6.8689 -7.0015
C 4.3053 7.3367 -5.6574
C 3.2284 6.6034 -5.1573
H -1.5256 5.0785 -8.0697
H -0.7375 3.4594 -7.6262
H 0.8171 5.4832 -7.8741
H -0.0186 6.2708 -6.5000
H -4.1158 2.3128 -5.0036
H -5.7920 1.0909 -6.8124
H -5.1876 2.1993 -9.2191
H -3.1312 3.9177 -8.7965
H -3.1464 6.2474 -4.0174
H -4.4393 8.5099 -4.8744
H -4.5813 8.2639 -7.5811
H -3.3374 5.9358 -8.2296
H 2.9619 1.9230 -5.2484
H 3.0661 0.1479 -7.3121
H 2.0041 1.5307 -9.4836
H 1.4150 3.9893 -8.6769
H 3.4281 5.2481 -8.1148
H 5.3036 7.2006 -7.6955
H 4.8817 8.1128 -5.1362
H 2.7512 6.6474 -4.1920
O 1.4165 -2.6163 3.0028
N 1.0085 -1.8699 2.0360
O -0.1732 -1.9499 1.5951
O 1.7666 -1.0286 1.4821